Below is a cluster of 2 separate species, C6H9NO in total at a distorted geometry, with properties calculated with ωB97M-V/def2-TZVPD.

Each line ends with the Löwdin charge.
Positions of all 17 atoms, in Å:
C (-1.66599, 0.81932, 1.77459)  0.01
C (1.24833, -1.42760, -1.03240)  -0.13
H (-0.94293, -1.88368, -1.40764)  0.09
H (-2.69401, 1.13224, 2.08210)  0.08
C (-1.52351, -0.07817, 0.82193)  -0.19
H (-0.96466, 1.40499, 2.19892)  0.02
H (-1.06234, 1.70676, -0.89086)  0.08
H (-2.36386, -0.81661, 0.51627)  0.14
C (0.88161, 0.01339, 0.73659)  -0.03
C (-0.15918, -1.35354, -0.91493)  -0.01
H (1.13142, 0.66679, 1.52267)  0.11
N (1.85549, -0.65218, -0.06440)  0.01
H (0.22488, 1.53477, -1.60327)  -0.02
H (2.81415, -0.39732, 0.06685)  0.13
H (1.96015, -1.75289, -1.86448)  0.13
C (-0.29415, -0.48280, 0.24148)  -0.35
O (-0.25174, 2.25332, -1.24166)  -0.08

Properties
LUMO = 0.83 eV
orbital gap = 9.05 eV
M = 111.14 g mol⁻¹
E_HOMO = -8.22 eV
multiplicity = 1
structure (SMILES) = C=Cc1cc[nH]c1.O



Below is an isolated molecule of C6H9NO at a distorted geometry, with properties calculated with ωB97M-V/def2-TZVPD.

Each line ends with the Löwdin charge.
Positions of all 17 atoms, in Å:
C (0.27864, 0.08840, 1.23713)  -0.14
H (2.73424, 0.17934, -0.68388)  0.14
H (0.11578, 2.90077, 0.14129)  0.21
C (1.14130, -1.39706, -0.46650)  -0.05
C (-0.08514, -1.04097, 0.32322)  -0.30
N (-2.17975, 0.22066, -0.04644)  -0.02
C (1.63144, -0.10349, -0.33655)  -0.05
H (-0.46885, -1.98351, 0.70987)  0.13
H (-0.72563, -0.15472, -1.82631)  0.15
H (-2.75719, -0.75059, -0.39275)  0.17
C (-0.91778, -0.04988, -0.66947)  -0.23
O (0.82840, 2.16103, -0.23769)  0.00
H (1.72263, -2.29418, -0.75103)  0.11
H (-0.52433, 0.28457, 1.75266)  0.05
C (0.44927, 0.92070, 0.02818)  -0.42
H (1.23477, -0.10281, 1.77268)  0.14
H (-2.47781, 1.12175, -0.55438)  0.10

Properties
LUMO = 0.56 eV
orbital gap = 8.72 eV
M = 111.14 g mol⁻¹
E_HOMO = -8.16 eV
multiplicity = 1
structure (SMILES) = N[C@@H]1[C@H]2C=C[C@]1(O)C2



Below is a cluster of 2 separate species, C6H9NO in total at a distorted geometry, with properties calculated with ωB97M-V/def2-TZVPD.

Each line ends with the Löwdin charge.
Positions of all 17 atoms, in Å:
C (-1.67722, -1.50549, -0.16714)  -0.01
H (-0.00836, -1.12585, 2.79411)  0.13
H (-1.75105, -0.07234, -1.72056)  0.13
C (-1.40301, -0.30484, -0.72043)  0.02
H (-0.72852, 2.06186, -1.53635)  0.15
C (-0.43725, -0.79337, 1.85858)  -0.02
C (-0.71898, 0.71907, 0.03028)  -0.24
C (-1.06427, -1.77534, 1.09784)  0.02
H (3.98480, 0.31521, -2.72684)  0.03
H (-1.11189, -2.82194, 1.36857)  0.13
H (4.63953, -0.12614, -1.45845)  0.03
H (-0.16435, 2.66793, -0.01684)  0.15
N (-0.61404, 1.91906, -0.53635)  0.25
H (0.28545, 1.21838, 1.89721)  0.14
C (-0.24451, 0.46387, 1.33058)  0.04
H (-2.24668, -2.30748, -0.60739)  0.13
O (4.32849, 0.66432, -1.90263)  -0.06

Properties
LUMO (spin up / spin down) = -3.47 / -7.16 eV
orbital gap (spin up / spin down) = 10.37 / 6.90 eV
M = 111.14 g mol⁻¹
E_HOMO (spin up / spin down) = -13.85 / -14.06 eV
multiplicity = 2
total charge = +1



Below is an isolated molecule of C6H9NO2 at a distorted geometry, with properties calculated with ωB97M-V/def2-TZVPD.

Each line ends with the Löwdin charge.
Positions of all 18 atoms, in Å:
C (1.40503, -0.12357, 0.62491)  -0.09
C (-0.82337, 1.13091, 0.10907)  -0.30
H (2.27280, -0.80830, 0.49719)  0.12
C (1.36416, -0.33886, -1.86341)  -0.32
H (-0.56052, 1.66892, 1.06008)  0.16
H (0.10919, -1.94335, 1.12158)  0.09
H (1.74437, 0.65415, 1.34806)  0.12
H (-2.92056, 0.82591, 1.01310)  0.11
H (-2.70404, 0.37708, -0.76140)  0.12
H (0.01515, -0.64604, 2.20884)  0.10
H (2.14630, -1.05723, -1.68362)  0.12
O (0.78287, -0.25677, -2.91707)  0.05
C (-2.21346, 0.60675, 0.20136)  -0.01
C (0.10937, -0.87192, 1.16173)  -0.12
C (-1.00920, -0.32187, 0.28159)  -0.23
O (0.07963, 1.43456, -0.95146)  -0.01
N (1.17185, 0.48299, -0.75490)  -0.07
H (-0.96957, -0.81336, -0.69562)  0.14

Properties
LUMO = 0.87 eV
orbital gap = 10.14 eV
M = 127.14 g mol⁻¹
E_HOMO = -9.28 eV
multiplicity = 1
structure (SMILES) = O=CN1CC[C@H]2C[C@@H]2O1